Entry 1:
Molecular formula: C50H35INO6
Method: DFT, wB97M-V/def2-TZVPD

XYZ file:
```
93
Properties=species:S:1:pos:R:3:forces:R:3
C 0.19042 -4.77589 -2.36276 -0.416 0.165 -0.102
C -0.37881 -3.89497 -3.62046 -1.385 -0.693 1.647
I 1.04162 -3.70827 -5.25873 -0.592 0.014 0.696
C -0.95794 -2.45294 -3.10719 -1.199 -0.553 0.356
C -2.55806 -2.66528 -2.98944 -1.783 0.115 -0.694
C -3.30018 -2.89702 -1.62692 -2.254 -0.103 -4.512
C -4.83878 -3.12944 -1.72533 3.792 0.543 -0.998
N -5.50175 -3.11899 -3.00165 2.789 0.353 0.040
C -4.86047 -2.90672 -4.28171 3.997 0.411 0.993
C -3.32587 -2.66140 -4.37536 -2.891 -0.807 4.463
H 0.13413 -4.15976 -1.38691 0.466 -0.921 -1.636
H -0.48081 -5.70046 -2.17161 1.177 1.465 -0.566
H 1.25215 -5.11376 -2.60334 -1.481 0.449 0.699
H -1.28207 -4.50570 -4.01067 1.670 1.181 0.204
H -0.57845 -2.16554 -2.07005 -0.278 -0.555 -1.460
H -0.70722 -1.59498 -3.81619 -0.581 -1.262 0.839
H -2.70285 -2.92194 -0.65417 -1.250 0.045 -1.525
H -5.37352 -3.33361 -0.72427 0.351 0.385 -2.245
H -6.51669 -3.28714 -3.01048 0.672 0.172 0.041
H -5.42552 -2.93854 -5.27840 0.362 -0.006 2.115
H -2.76340 -2.49135 -5.36204 -1.160 -0.333 1.724
C -13.32918 1.86168 -0.49580 0.188 -0.033 -0.079
C -12.88378 1.42039 0.74853 0.204 -0.022 -0.080
C -11.55259 1.05804 0.92374 -0.226 0.033 0.072
C -10.66406 1.12470 -0.15007 -0.307 0.040 0.022
C -11.11598 1.54354 -1.40249 -0.259 0.023 0.190
C -12.44859 1.92308 -1.57038 -0.182 0.003 0.108
C -10.19596 1.57176 -2.56141 -0.638 0.396 -0.816
O -10.58733 1.94027 -3.65459 0.249 -0.163 0.287
C -8.79265 1.13633 -2.37424 0.518 -0.153 -0.047
C -7.92815 1.10271 -3.47018 0.261 -0.086 -0.078
C -6.60499 0.70776 -3.30129 -0.224 -0.002 0.032
C -6.13814 0.35424 -2.03652 -0.221 -0.039 0.092
C -6.99789 0.38127 -0.94387 0.231 -0.099 -0.154
C -8.32996 0.76334 -1.11314 0.358 -0.037 -0.306
C -9.24602 0.75430 0.05036 0.048 -0.198 1.078
O -8.83778 0.44037 1.15557 0.008 0.027 -0.403
H -14.36610 2.15294 -0.62920 0.126 -0.029 0.003
H -13.57479 1.36093 1.58323 0.093 0.014 -0.088
H -11.21056 0.72002 1.89694 0.102 0.055 -0.198
H -12.80305 2.26255 -2.53850 0.198 -0.082 0.077
H -8.28461 1.38007 -4.45752 -0.112 0.030 0.220
H -5.93572 0.67742 -4.15583 -0.068 0.067 0.071
H -5.10308 0.05302 -1.90365 -0.057 0.084 0.009
H -6.62975 0.10020 0.03826 -0.227 0.104 -0.043
C 5.67815 -0.67377 -2.19629 0.012 -0.054 0.182
C 4.78361 -1.64600 -2.63899 -0.043 -0.104 0.209
C 4.33425 -2.62914 -1.76346 0.022 0.197 -0.246
C 4.78774 -2.64981 -0.44440 0.063 0.199 -0.297
C 5.70193 -1.69126 -0.00782 -0.064 0.107 -0.407
C 6.13803 -0.69531 -0.88397 -0.034 -0.012 -0.249
C 6.22863 -1.73192 1.37579 0.672 0.640 0.398
O 7.02408 -0.89266 1.75905 -0.250 -0.231 -0.164
C 5.78013 -2.81231 2.28214 -0.031 -0.248 0.320
C 6.31113 -2.89742 3.57009 -0.018 -0.128 0.202
C 5.88561 -3.90177 4.43362 -0.015 0.113 -0.202
C 4.92225 -4.81839 4.01774 -0.020 0.088 -0.193
C 4.39474 -4.74038 2.73346 0.057 -0.063 0.226
C 4.83006 -3.74254 1.85956 0.033 -0.116 0.310
C 4.28900 -3.68964 0.48365 -0.609 -0.675 -0.192
O 3.44749 -4.49455 0.11585 0.140 0.243 0.044
H 6.02159 0.09862 -2.87715 -0.023 -0.083 0.089
H 4.43473 -1.63609 -3.66687 0.035 -0.011 0.107
H 3.63326 -3.38100 -2.11298 0.102 0.031 0.197
H 6.83915 0.06188 -0.54740 -0.054 -0.207 0.073
H 7.05979 -2.18470 3.90201 -0.130 -0.014 -0.201
H 6.30375 -3.96919 5.43292 -0.041 0.023 -0.121
H 4.58551 -5.59733 4.69444 0.037 0.083 -0.086
H 3.64800 -5.46047 2.41378 0.122 0.166 -0.108
C 9.33092 6.41962 4.56845 -0.124 -0.137 -0.101
C 8.27302 7.28199 4.84857 -0.152 -0.140 -0.091
C 6.98093 6.94981 4.45613 0.192 0.139 0.109
C 6.74437 5.75770 3.77056 0.312 0.165 0.114
C 7.80736 4.90588 3.46872 0.154 0.282 0.197
C 9.10044 5.23393 3.87942 0.102 0.186 0.107
C 7.57757 3.66218 2.69883 0.831 -0.579 -0.173
O 8.50479 2.91573 2.43775 -0.289 0.210 0.043
C 6.20525 3.34387 2.24349 -0.382 -0.173 -0.219
C 5.98207 2.20479 1.46784 -0.183 -0.098 -0.171
C 4.69355 1.89091 1.04665 0.149 0.171 0.161
C 3.62342 2.70779 1.40615 0.151 0.134 0.122
C 3.84274 3.84607 2.17397 -0.125 -0.175 -0.146
C 5.13608 4.17140 2.58601 -0.175 -0.316 -0.207
C 5.36339 5.40443 3.37284 -0.729 0.662 0.299
O 4.42739 6.12166 3.68389 0.246 -0.232 -0.114
H 10.33772 6.67528 4.88313 -0.110 -0.040 -0.041
H 8.45579 8.21315 5.37531 -0.033 -0.107 -0.052
H 6.16007 7.62335 4.68182 0.010 -0.216 -0.093
H 9.92958 4.56888 3.65941 -0.227 -0.005 -0.060
H 6.81054 1.56212 1.18679 -0.016 0.163 0.226
H 4.52249 1.00767 0.43915 0.030 0.091 0.069
H 2.61725 2.45873 1.08338 0.097 0.043 0.042
H 3.00551 4.48100 2.44671 0.240 0.028 0.041
```
Positions in Å, forces in eV/Å.

Output
- LUMO energy: -4.86 eV
- Orbital gap: 0.21521 Eh
- Charge: +1
- Spin multiplicity: 1
- Total energy: -2729.91655 Ha

Entry 2:
Molecular formula: C50H36F6NO5P2PtS3Te4
Method: DFT, wB97M-V/def2-TZVPD

XYZ file:
```
108
Properties=species:S:1:pos:R:3:forces:R:3
Pt -0.21000 -1.29369 -0.49290 -0.833 -0.640 -0.487
O -1.85891 -0.34805 2.85348 0.093 0.046 0.092
S -1.24562 0.21008 1.62809 -0.112 -0.091 0.293
C -2.48480 1.33274 0.96234 -0.031 -0.055 -0.128
C -3.58084 1.47535 1.77591 -0.035 -0.069 -0.056
C -4.58429 2.43913 1.54629 0.005 -0.001 0.034
C -4.42171 3.28742 0.49397 -0.009 0.007 -0.004
C -5.25543 4.45331 0.02443 0.020 0.014 0.003
C -4.55356 4.94794 -1.26625 0.010 -0.010 0.012
C -3.34787 4.05579 -1.41331 -0.021 0.000 -0.020
C -2.36931 4.02066 -2.36731 0.010 -0.024 0.037
C -1.43268 2.97985 -2.29829 0.106 -0.055 -0.104
C -1.38747 2.02208 -1.29512 -0.071 -0.081 0.266
P -0.36495 0.57916 -1.78715 0.840 1.058 -0.272
C 1.24250 1.31577 -2.22097 0.026 -0.022 -0.045
C 2.15629 0.58587 -2.98076 -0.003 -0.166 0.003
C 3.40199 1.11133 -3.28689 0.035 0.030 0.007
C 3.76047 2.36745 -2.81811 -0.031 0.002 0.018
C 2.87271 3.08629 -2.03096 -0.022 0.001 -0.040
C 1.62206 2.56648 -1.73454 -0.053 0.028 0.074
C -1.28263 0.15946 -3.31709 -0.075 -0.573 0.333
C -2.67046 0.04887 -3.17470 -0.076 -0.056 0.163
C -3.46499 -0.30421 -4.24926 -0.054 0.037 -0.022
C -2.88681 -0.56934 -5.48436 -0.022 0.058 0.119
C -1.51254 -0.47502 -5.63188 0.126 0.082 -0.010
C -0.71030 -0.11597 -4.55410 0.237 0.115 -0.085
C -2.33843 2.10472 -0.23199 -0.006 0.031 0.116
C -3.31851 3.11190 -0.37217 0.015 -0.035 -0.002
C -0.07674 1.47591 2.18229 0.035 0.041 -0.170
C -0.63872 2.38253 3.05373 0.021 0.063 0.022
C 0.04015 3.51073 3.53746 -0.050 -0.020 -0.035
C 1.30882 3.72557 3.07974 0.041 -0.003 0.025
C 2.26102 4.86764 3.32835 -0.004 -0.006 -0.020
C 3.57191 4.44855 2.61733 -0.033 -0.009 0.002
C 3.23072 3.16005 1.91442 0.006 0.021 -0.014
C 3.96559 2.36871 1.08650 0.004 -0.094 0.057
C 3.40468 1.14251 0.67922 0.118 -0.024 -0.126
C 2.14540 0.69832 1.03514 -0.209 0.012 -0.106
P 1.74599 -1.01688 0.58111 0.640 0.431 0.365
C 3.27034 -1.70217 -0.13167 -0.259 -0.193 -0.260
C 3.28940 -2.10543 -1.45519 -0.104 0.086 -0.076
C 4.42690 -2.67556 -2.01200 0.077 -0.014 -0.010
C 5.55674 -2.84822 -1.22902 -0.058 0.024 -0.038
C 5.54183 -2.46459 0.10894 -0.056 0.055 0.024
C 4.40588 -1.89662 0.65813 -0.020 -0.023 0.242
C 1.61151 -1.98591 2.11367 -0.402 0.032 -0.295
C 1.26366 -1.43515 3.34175 -0.097 0.086 0.117
C 1.06052 -2.25654 4.44254 0.035 0.118 -0.022
C 1.21541 -3.62699 4.32986 0.023 -0.030 -0.067
C 1.57781 -4.18436 3.10906 0.043 -0.018 -0.015
C 1.76319 -3.37209 2.00628 -0.028 -0.124 -0.121
C 1.28977 1.58869 1.78046 -0.130 0.011 0.063
C 1.91099 2.77331 2.23307 -0.025 0.011 0.024
H -3.64418 0.82345 2.63835 -0.008 0.025 0.016
H -5.42864 2.50907 2.21951 0.000 -0.011 -0.005
H -5.28559 5.23288 0.78687 -0.010 -0.006 0.004
H -6.28691 4.15220 -0.15915 0.006 -0.008 -0.006
H -4.26354 5.99701 -1.19984 0.010 -0.005 -0.001
H -5.20076 4.85530 -2.13954 0.003 0.007 0.000
H -2.33539 4.72411 -3.18900 0.009 -0.015 0.003
H -0.73110 2.89653 -3.12052 -0.001 -0.009 -0.006
H 1.90846 -0.41319 -3.32015 -0.060 0.026 -0.085
H 4.09493 0.54123 -3.89227 -0.036 -0.037 0.009
H 4.73137 2.78010 -3.05939 -0.001 0.000 -0.004
H 3.15152 4.05728 -1.64272 -0.007 0.003 -0.004
H 0.94622 3.13541 -1.10997 -0.009 0.019 -0.012
H -3.13610 0.24372 -2.21507 -0.034 0.015 0.004
H -4.53766 -0.37315 -4.12359 0.011 -0.009 0.021
H -3.50671 -0.83484 -6.33072 0.007 -0.024 0.010
H -1.05746 -0.67427 -6.59285 0.072 -0.011 0.050
H 0.35517 -0.00651 -4.70439 -0.029 -0.149 -0.046
H -1.66261 2.21643 3.36466 -0.002 0.014 0.005
H -0.45443 4.19522 4.21390 0.002 -0.010 0.008
H 2.40511 5.04277 4.39438 0.004 -0.005 -0.001
H 1.85652 5.79039 2.90868 -0.001 -0.001 0.008
H 4.37387 4.27689 3.33724 0.014 -0.002 -0.018
H 3.93069 5.20610 1.92041 -0.007 -0.001 -0.004
H 4.97098 2.62541 0.77847 -0.014 -0.005 -0.019
H 4.01967 0.51578 0.04973 -0.001 -0.012 0.022
H 2.39095 -1.97246 -2.03837 0.015 -0.068 -0.100
H 4.42786 -2.98912 -3.04892 -0.040 0.014 0.005
H 6.45028 -3.28684 -1.65329 -0.016 -0.023 0.002
H 6.41727 -2.61882 0.72562 -0.011 0.026 0.011
H 4.39468 -1.61276 1.70401 0.021 -0.007 0.003
H 1.14281 -0.36867 3.45865 -0.012 0.031 0.002
H 0.77061 -1.81690 5.38756 0.026 0.008 -0.011
H 1.05533 -4.26453 5.18909 -0.012 0.001 -0.007
H 1.71278 -5.25414 3.01919 -0.026 0.012 -0.019
H 2.03140 -3.81966 1.05444 0.027 0.010 0.018
Te 0.83603 -3.53961 -3.71904 0.075 0.051 0.785
Te 1.32078 -3.42931 -6.23564 0.148 0.098 -0.896
Te -1.92060 -3.75529 -3.40432 -0.054 0.074 0.581
Te -0.78674 -3.90068 -0.88365 -0.200 -0.149 -0.275
F -3.50353 -3.42059 3.85530 0.015 -0.050 0.009
C -4.01146 -3.33358 2.64739 -0.167 -0.055 0.019
F -4.72403 -4.41184 2.36019 0.056 0.044 -0.076
F -4.79496 -2.27070 2.56688 0.032 0.084 0.003
S -2.60120 -3.06949 1.41810 -0.382 -0.922 -0.199
O -1.39203 -3.03577 2.16725 0.072 0.160 -0.017
O -3.04454 -2.00200 0.57531 0.174 0.356 -0.122
N -2.58573 -4.42379 0.34798 1.002 0.551 0.668
S -2.53974 -5.93524 1.14389 -0.404 -0.092 -0.372
O -3.65434 -6.67107 0.65957 0.082 0.042 0.054
O -2.27411 -5.74420 2.53123 -0.051 0.065 0.102
C -1.07006 -6.88692 0.51835 0.025 -0.060 -0.121
F -1.04963 -6.97238 -0.80670 -0.060 -0.059 0.053
F 0.06317 -6.33763 0.95031 0.086 -0.027 0.032
F -1.19136 -8.09872 1.02903 0.024 0.034 0.062
```
Positions in Å, forces in eV/Å.

Output
- LUMO energy (spin up / spin down): -5.06 / -5.29 eV
- Orbital gap (spin up / spin down): 0.12426 / 0.10417 Eh
- Charge: +1
- Spin multiplicity: 1
- Total energy: -6025.51738 Ha

Entry 3:
Molecular formula: C50H36I4N6OPb
Method: DFT, wB97M-V/def2-TZVPD

XYZ file:
```
98
Properties=species:S:1:pos:R:3:forces:R:3
Pb 0.36777 -0.77838 0.26095 0.160 -0.387 -0.468
I 2.92800 6.32832 -5.66643 0.041 0.090 -0.112
C 2.35248 5.11246 -4.09599 -0.007 0.000 0.082
C 1.57494 3.98655 -4.34324 -0.052 -0.048 0.073
C 1.18524 3.17826 -3.29013 0.157 -0.078 -0.003
C 1.60203 3.45457 -1.98186 0.062 0.044 -0.155
C 2.35227 4.61082 -1.74835 -0.146 -0.067 0.111
C 2.72196 5.43659 -2.79527 -0.036 -0.016 -0.061
C 1.21534 2.49954 -0.92896 -0.077 -0.088 0.310
C 2.11893 2.00964 -0.02185 -0.477 -0.015 -0.445
C 3.48489 2.43010 0.19400 0.124 -0.065 0.096
C 3.90244 1.81630 1.32158 0.242 0.058 -0.052
C 2.83783 0.93437 1.74488 -0.396 -0.133 0.056
C 2.89009 0.07898 2.95421 -0.114 -0.012 -0.041
C 4.07401 0.26477 3.82245 0.032 0.037 0.034
C 5.35746 -0.01085 3.34857 0.001 -0.081 0.011
C 6.45676 0.13678 4.17537 -0.034 -0.005 -0.038
C 6.28456 0.59634 5.47719 -0.049 0.006 -0.006
I 7.93258 0.84272 6.70516 0.104 0.017 0.076
C 5.01488 0.89088 5.95614 -0.044 -0.016 -0.051
C 3.91248 0.71286 5.13379 0.019 0.034 -0.034
C 1.93607 -0.81656 3.35242 0.364 0.237 -0.385
N 0.74006 -1.09612 2.67489 -0.248 -0.120 0.289
C 0.16297 -2.08058 3.34118 -0.136 0.191 -0.294
C -1.13548 -2.68601 2.98164 -0.108 -0.028 0.066
C -1.53488 -3.92085 3.70586 0.112 0.142 -0.057
C -1.78195 -3.91107 5.07830 -0.005 -0.042 0.044
C -2.18156 -5.07108 5.72179 0.029 0.111 -0.034
C -2.31092 -6.25229 4.99793 -0.007 0.008 -0.008
I -2.89580 -7.98953 5.96368 -0.024 -0.089 0.053
C -2.05938 -6.27300 3.63341 0.033 0.079 -0.064
C -1.68335 -5.10358 2.98642 -0.068 -0.091 0.036
C -2.02735 -2.17066 2.08628 0.375 0.002 0.169
C -3.42661 -2.53577 1.99756 -0.121 0.071 -0.173
C -4.01564 -1.60684 1.21278 -0.195 -0.185 0.043
C -2.97553 -0.69201 0.79727 0.289 0.130 -0.250
N -1.80216 -1.03997 1.28252 -0.249 0.218 0.241
C -3.18872 0.49814 -0.05164 -0.007 -0.021 0.081
C -2.20780 1.34239 -0.48277 -0.106 -0.353 0.173
C -2.43448 2.61016 -1.14441 0.154 0.142 -0.091
C -1.22007 3.14522 -1.38724 -0.178 0.128 -0.095
C -0.24566 2.20782 -0.87782 0.367 -0.063 0.119
N -0.81949 1.16534 -0.32007 -0.052 0.230 -0.058
C -4.58891 0.79037 -0.43088 0.066 -0.032 0.048
C -4.94578 0.86981 -1.77638 -0.027 0.014 -0.019
C -6.25574 1.14273 -2.14024 0.072 -0.016 0.019
C -7.21041 1.36171 -1.15603 0.022 -0.005 -0.010
I -9.16291 1.79199 -1.69446 -0.109 0.020 -0.027
C -6.86462 1.29303 0.19017 0.097 -0.023 0.046
C -5.56217 0.99157 0.54990 -0.052 0.029 -0.011
C 0.95699 -2.49878 4.47384 0.158 -0.090 0.217
C 2.05452 -1.71449 4.48531 -0.127 -0.139 0.090
N 1.78871 1.04501 0.94672 0.107 0.159 0.417
H 1.26504 3.74989 -5.35264 0.020 0.001 0.020
H 0.58658 2.29632 -3.48943 -0.009 -0.013 0.004
H 2.58648 4.91388 -0.73663 0.082 -0.086 0.045
H 3.28393 6.33912 -2.59694 -0.004 -0.016 -0.006
H 4.05875 3.11176 -0.40857 -0.081 0.074 -0.049
H 4.85186 1.94928 1.81276 -0.048 -0.021 -0.001
H 5.49766 -0.38334 2.33980 0.001 0.020 0.024
H 7.44463 -0.10789 3.80957 -0.008 0.009 0.009
H 4.88315 1.25873 6.96449 0.001 -0.014 -0.008
H 2.92157 0.94913 5.50408 0.027 -0.007 -0.010
H -1.69013 -2.98935 5.64323 -0.014 -0.051 -0.021
H -2.39557 -5.05468 6.78220 0.008 -0.006 -0.027
H -2.15752 -7.19314 3.07355 -0.008 0.016 0.009
H -1.49679 -5.11564 1.91853 0.013 -0.003 0.040
H -3.89328 -3.36181 2.51090 0.028 0.056 -0.001
H -5.05909 -1.53923 0.94939 0.069 -0.003 0.006
H -3.39722 3.04896 -1.34889 0.006 -0.040 0.021
H -0.99751 4.10158 -1.83289 -0.002 -0.053 0.021
H -4.19733 0.69564 -2.54149 -0.037 0.014 0.032
H -6.53098 1.18434 -3.18535 0.004 0.009 0.015
H -7.60848 1.47432 0.95414 0.010 -0.002 -0.017
H -5.29528 0.94297 1.60026 -0.020 0.012 -0.047
H 0.71763 -3.29882 5.15566 0.025 0.041 -0.061
H 2.88564 -1.76298 5.17036 -0.025 0.033 -0.046
C -1.95357 -0.97209 -3.74355 0.088 0.016 -0.057
N -0.70352 -0.68026 -4.42628 -0.078 0.048 -0.062
C -0.68940 -0.84244 -5.87956 -0.007 -0.027 0.117
C 0.45847 -0.05171 -6.46431 -0.021 0.056 0.012
C 1.74140 -0.51178 -5.81308 0.001 -0.029 0.117
N 1.62171 -0.44151 -4.35692 0.010 0.072 -0.041
C 2.87538 -0.45309 -3.62091 -0.064 0.025 -0.034
C 0.43949 -0.56249 -3.69758 0.096 -0.117 0.150
O 0.39526 -0.54793 -2.44769 -0.005 0.090 -0.021
H -2.77137 -0.50471 -4.29240 0.004 0.001 -0.013
H -1.92393 -0.57235 -2.73407 0.026 0.023 -0.006
H -2.14650 -2.04726 -3.69043 0.010 -0.015 -0.008
H -1.64498 -0.48775 -6.26265 -0.028 0.023 -0.008
H -0.60144 -1.90079 -6.14666 -0.015 -0.028 0.003
H 0.30065 1.01110 -6.26402 0.013 0.012 -0.046
H 0.51043 -0.18982 -7.54282 -0.004 -0.013 -0.007
H 2.58169 0.11685 -6.10871 -0.001 0.031 0.004
H 1.97864 -1.53558 -6.11966 0.026 -0.024 0.005
H 3.49947 0.38335 -3.94126 -0.014 -0.002 -0.005
H 3.42076 -1.38145 -3.80570 0.008 -0.011 -0.006
H 2.67873 -0.36506 -2.55798 -0.020 0.008 -0.002
```
Positions in Å, forces in eV/Å.

Output
- LUMO energy: -7.89 eV
- Orbital gap: 0.17173 Eh
- Charge: +2
- Energy above the lowest of the compared OMol25 structures with the same formula, charge and spin: 0.0000 eV
- Spin multiplicity: 1
- Total energy: -3713.88935 Ha

The highest total energy belongs to which entry? C50H35INO6

Among the records above, which one has the highest total energy? C50H35INO6